Record 1
A structure of composition C34H47ClIIrN5OPS in a non-equilibrium geometry. Source: the Open Molecules 2025 dataset; level of theory: ωB97M-V/def2-TZVPD.

Total energy = -89090.771 eV
Total charge = +2
2S+1 = 5
HOMO energy (alpha / beta) = -12.4 / -13.5 eV
Relative energy (zero: lowest compared OMol25 entry of this formula, charge and spin) = 11.87 kJ/mol

Cartesian coordinates (Å):
Ir  -0.02458  -0.18727  0.22939
Cl  -6.19219  -2.94332  -2.19657
C  -4.98549  -1.85469  -1.67505
C  -5.30824  -0.51992  -1.47660
C  -4.35720  0.37318  -1.02986
I  -4.79847  2.39062  -0.71313
C  -3.02119  -0.01168  -0.72063
O  -2.18530  0.77501  -0.22629
C  -2.67029  -1.38452  -1.03677
N  -1.37348  -1.71216  -0.90287
C  -0.98372  -2.93329  -1.21478
C  -1.87526  -3.92280  -1.62595
C  -3.21094  -3.61744  -1.74747
C  -3.64563  -2.30682  -1.48613
H  -6.31748  -0.19188  -1.67348
H  0.07229  -3.13864  -1.12414
H  -1.50990  -4.90996  -1.85059
H  -3.92303  -4.36887  -2.04728
C  4.27699  -5.33806  0.05009
C  3.09142  -5.16314  0.99120
C  2.25833  -3.94033  0.58402
C  3.15243  -2.79297  0.08295
C  4.53863  -2.90100  0.72625
C  5.24343  -4.15510  0.19116
P  2.33654  -1.10544  0.24664
C  2.97623  -0.45285  1.86688
C  2.52614  0.99220  2.07413
C  3.06224  1.57195  3.39028
C  3.19607  0.49684  4.47630
C  2.12780  -0.56860  4.27290
C  2.40643  -1.35030  2.98663
C  3.03755  -0.03059  -1.10961
C  4.55036  0.03817  -1.33277
C  5.10933  -1.00742  -2.29434
C  4.31115  -1.05914  -3.59284
C  2.84866  -1.37348  -3.29244
C  2.26553  -0.26657  -2.41917
H  3.91171  -5.41349  -0.97593
H  4.79773  -6.26849  0.27419
H  3.46447  -5.04805  2.00890
H  2.45916  -6.05079  0.97477
H  1.65662  -3.61935  1.43536
H  1.57129  -4.23598  -0.21185
H  3.28852  -2.91762  -0.99487
H  4.43932  -2.98208  1.80719
H  5.15883  -2.03158  0.51470
H  6.04812  -4.41106  0.88122
H  5.70680  -3.94249  -0.77402
H  4.06792  -0.49145  1.86635
H  1.42313  1.00806  2.07881
H  2.85656  1.62655  1.25101
H  2.38684  2.36257  3.72670
H  4.03347  2.03843  3.21734
H  3.10371  0.94780  5.46483
H  4.17969  0.02898  4.42710
H  1.15905  -0.07505  4.20893
H  2.09366  -1.25410  5.12074
H  1.47354  -1.81402  2.64885
H  3.10470  -2.15735  3.20438
H  2.72335  0.95986  -0.75249
H  5.07535  -0.01344  -0.37705
H  4.76356  1.02344  -1.75507
H  5.10050  -1.99636  -1.83960
H  6.15072  -0.75727  -2.50608
H  4.73437  -1.81567  -4.25426
H  4.37435  -0.09713  -4.10411
H  2.77365  -2.34307  -2.79550
H  2.27697  -1.44382  -4.21967
H  1.20674  -0.47340  -2.18312
H  2.29368  0.65854  -2.99786
C  -1.28270  -2.59941  4.93287
N  -1.33089  -1.21369  4.51068
C  -1.89962  -0.24889  5.43121
C  -1.06381  -0.88424  3.30117
N  -0.79310  -0.57554  2.21481
H  -0.75705  -2.67043  5.88623
H  -0.76176  -3.19558  4.18724
H  -2.29469  -2.99099  5.06434
H  -1.35594  -0.28203  6.37711
H  -2.94948  -0.48140  5.62508
H  -1.82576  0.74974  5.00622
S  0.37409  2.16486  -0.77483
C  -0.76247  3.20115  -0.08546
N  -1.20750  4.27249  -0.81482
C  -2.05241  5.17435  -0.28241
C  -2.49843  5.00156  0.99952
C  -2.02994  3.86190  1.68330
N  -1.18241  3.01513  1.16234
H  -0.87458  4.38529  -1.76763
H  -2.35489  6.00472  -0.90188
H  -3.18138  5.69671  1.45518
H  -2.36290  3.64924  2.69092

Here are the Mulliken charges for atoms 1 to 6, given in e: atom 1 (Ir): 2.28, atom 2 (Cl): -0.16, atom 3 (C): 0.67, atom 4 (C): -0.53, atom 5 (C): -0.67, atom 6 (I): 0.19

***

Record 2
A structure of composition C2H13NO3 in a non-equilibrium geometry. Source: the Open Molecules 2025 dataset; level of theory: ωB97M-V/def2-TZVPD.

Total energy = -9916.827 eV
HOMO energy = -9.8 eV
Relative energy (zero: lowest compared OMol25 entry of this formula, charge and spin) = 133.54 kJ/mol

Cartesian coordinates (Å):
H  -0.45090  0.07738  -0.03376
O  -0.37944  -1.07825  0.26643
N  -0.53272  1.35704  -0.15931
H  -0.97308  -1.72748  -0.13460
H  0.14188  1.58591  -0.87878
C  -0.09442  1.93313  1.14954
H  0.74970  1.34546  1.50855
H  0.08859  3.01296  1.08820
H  -0.98879  1.81784  1.76198
C  -1.91688  1.73857  -0.50925
H  -2.60728  1.10526  0.03281
H  -2.05246  2.77878  -0.18986
H  -2.04506  1.61809  -1.58164
O  1.10848  -3.25889  0.65076
H  0.71532  -2.45254  0.22140
H  2.02146  -2.94737  0.65823
O  1.60870  -0.19369  -1.30630
H  2.18022  -0.85140  -1.69272
H  1.08026  -0.78794  -0.69291

Here are the Mulliken charges for atoms 1 to 6, given in e: atom 1 (H): 0.37, atom 2 (O): -0.95, atom 3 (N): -0.25, atom 4 (H): 0.28, atom 5 (H): 0.32, atom 6 (C): -0.88

***

Record 3
A structure of composition C29H21Cl3N2O2PS3Tc in a non-equilibrium geometry. Source: the Open Molecules 2025 dataset; level of theory: ωB97M-V/def2-TZVPD.

Total energy = -119053.633 eV
Total charge = -1
2S+1 = 2
HOMO energy (alpha / beta) = -3.6 / -4.6 eV
Relative energy (zero: lowest compared OMol25 entry of this formula, charge and spin) = 131.79 kJ/mol

Cartesian coordinates (Å):
Tc  -0.87815  -1.29605  1.22214
Cl  2.67858  -1.45745  -0.04269
C  3.29736  0.13106  0.22556
C  4.66478  0.28625  0.39852
C  5.19170  1.55002  0.60302
C  4.34883  2.64899  0.63923
C  2.98260  2.48171  0.47020
C  2.42217  1.22105  0.25800
P  0.59288  0.95443  0.11982
C  0.41735  0.79472  -1.70765
C  1.48204  0.52016  -2.56090
C  1.26163  0.29905  -3.91438
C  -0.02138  0.35327  -4.43387
C  -1.08726  0.66173  -3.59931
C  -0.86617  0.88070  -2.24975
C  0.00439  2.65830  0.41619
C  -0.26766  3.59186  -0.57827
C  -0.65287  4.88355  -0.23912
C  -0.75508  5.25684  1.09266
C  -0.49552  4.32647  2.09195
C  -0.12758  3.03397  1.75490
H  5.30257  -0.58682  0.37267
H  6.25930  1.67342  0.73373
H  4.75196  3.64101  0.79887
H  2.33924  3.35034  0.50539
H  2.49057  0.47586  -2.17366
H  2.10095  0.07873  -4.56252
H  -0.19430  0.15368  -5.48400
H  -2.09463  0.71715  -3.99144
H  -1.70131  1.11730  -1.60686
H  -0.17875  3.31624  -1.62089
H  -0.87256  5.60014  -1.02093
H  -1.04196  6.26786  1.35376
H  -0.58695  4.60533  3.13392
H  0.04376  2.29669  2.53042
S  -2.79136  -3.31932  4.91970
C  -2.14251  -2.62634  3.56349
S  -0.70107  -1.72380  3.55342
S  -2.80467  -2.67663  1.97546
Cl  2.05742  -3.74456  2.67507
C  1.36362  -4.61947  1.34919
C  1.74334  -5.93176  1.14308
C  1.21292  -6.65925  0.08779
C  0.29550  -6.05797  -0.76491
C  -0.08592  -4.75078  -0.55635
Cl  -1.24655  -4.01214  -1.61180
C  0.40796  -3.98028  0.52692
N  -0.03903  -2.73354  0.72518
H  2.45077  -6.38134  1.82689
H  1.50015  -7.69167  -0.06071
H  -0.13665  -6.60729  -1.59070
O  -3.92371  -1.00240  -1.69359
C  -3.72383  -0.34472  -0.70051
C  -4.69228  0.70750  -0.14898
C  -3.89711  1.43258  0.93489
C  -2.68876  0.54668  1.05503
O  -1.79725  0.60628  1.92598
N  -2.59429  -0.38619  0.09869
H  -5.55208  0.17813  0.26251
H  -5.03964  1.34472  -0.96000
H  -4.40547  1.51188  1.89443
H  -3.58003  2.43413  0.63512

Here are the Mulliken charges for atoms 1 to 6, given in e: atom 1 (Tc): 0.40, atom 2 (Cl): -0.07, atom 3 (C): 0.48, atom 4 (C): -0.64, atom 5 (C): -0.47, atom 6 (C): -0.84